Entry 1:
A molecular structure, C30H45AsF6N6OReSbSi3, computed with ωB97M-V/def2-TZVPD.

Atoms and positions in Å:
Re -1.448 0.309 -0.618
C -3.378 0.155 3.367
C -3.125 0.027 2.027
N -2.082 0.563 1.453
C -1.342 1.416 2.177
C -1.668 1.675 3.490
N -2.630 0.993 4.040
C -0.302 2.154 1.437
C 0.628 3.002 1.972
C 1.505 3.676 1.155
C 1.456 3.361 -0.222
C 0.645 2.381 -0.676
N -0.170 1.758 0.146
C 0.463 2.002 -2.107
C 1.098 2.711 -3.134
N 0.762 2.526 -4.434
C -0.269 1.681 -4.684
C -0.850 0.950 -3.693
N -0.533 1.109 -2.417
C 2.484 4.688 1.726
C 2.845 5.820 1.046
C 3.874 6.578 1.633
N 4.398 6.325 2.799
C 3.972 5.298 3.444
C 3.058 4.416 2.954
H -4.197 -0.333 3.922
H -3.764 -0.624 1.429
H -1.148 2.393 4.078
H 0.688 3.119 3.026
H 2.150 3.947 -0.816
H 1.889 3.404 -2.917
H -0.627 1.518 -5.655
H -1.593 0.210 -3.956
H 2.460 6.035 0.082
H 4.339 7.382 1.099
H 4.440 5.130 4.436
H 2.882 3.431 3.448
C 3.654 -2.471 0.893
Si 2.755 -0.963 0.199
C 2.856 0.394 1.543
C 3.183 -0.418 -1.498
Sb 0.356 -1.592 -0.043
Si -0.230 -2.964 1.976
C 0.632 -4.674 2.044
C 0.322 -1.982 3.518
C -2.105 -3.408 1.919
Si 0.729 -3.681 -1.755
C -0.771 -4.710 -1.597
C 2.058 -4.791 -1.190
C 1.099 -2.761 -3.367
H 4.548 -2.091 1.400
H 4.027 -3.129 0.051
H 3.074 -3.049 1.647
H 3.895 0.604 1.760
H 2.440 0.146 2.544
H 2.522 1.311 1.134
H 4.181 -0.209 -1.776
H 2.549 0.399 -1.790
H 2.918 -1.255 -2.155
H 1.703 -4.714 2.066
H 0.220 -5.303 1.271
H 0.348 -5.158 2.988
H 1.258 -1.427 3.381
H 0.552 -2.705 4.320
H -0.438 -1.262 3.801
H -2.188 -4.326 1.256
H -2.777 -2.621 1.637
H -2.423 -3.692 2.959
H -0.751 -5.541 -2.282
H -1.762 -4.208 -1.611
H -0.636 -5.106 -0.576
H 1.918 -5.042 -0.123
H 3.072 -4.448 -1.439
H 1.940 -5.722 -1.799
H 0.662 -1.769 -3.536
H 0.871 -3.358 -4.283
H 2.095 -2.578 -3.542
F -2.827 1.820 -0.762
As -3.411 3.202 -1.843
F -1.801 3.785 -1.833
F -3.611 3.969 -0.292
F -4.124 4.471 -2.645
F -4.811 2.278 -1.705
F -3.007 2.265 -3.199
C -5.423 -0.786 -1.443
O -4.206 -0.481 -0.790
C -3.021 -0.730 -1.321
C -2.955 -1.788 -2.395
H -5.634 -0.185 -2.292
H -6.181 -0.641 -0.703
H -5.472 -1.805 -1.766
H -3.226 -2.842 -1.968
H -1.951 -1.856 -2.797
H -3.607 -1.587 -3.248

Cartesian forces, eV/Å:
Re -0.84 0.23 -0.38
C -0.30 0.53 0.60
C -1.64 -2.30 -0.62
N 0.73 0.09 -0.76
C 0.61 1.09 -0.52
C 0.18 -0.52 -0.97
N -0.70 0.09 2.36
C 0.81 -1.64 -0.75
C -0.36 0.17 0.51
C 0.61 0.57 -0.79
C 1.69 1.99 1.22
C -0.20 -0.41 -1.52
N -1.01 0.44 1.47
C -0.42 0.68 -0.69
C -0.91 -1.30 -0.99
N -0.88 -0.29 0.76
C 2.16 1.20 1.05
C -0.58 -0.79 0.51
N 1.02 0.03 1.22
C -1.24 -1.55 -0.43
C 1.25 0.25 0.63
C -0.70 0.10 -1.45
N 0.92 1.68 -0.32
C 0.62 -1.51 2.83
C -0.67 -1.85 0.18
H 0.47 0.13 -0.62
H 0.27 0.33 -0.02
H 0.33 0.48 0.40
H -0.20 0.40 0.70
H -0.24 -0.36 -0.42
H 0.19 0.19 -0.09
H -0.05 0.17 -1.47
H -0.12 0.08 0.24
H -0.31 0.43 -0.64
H -0.11 0.51 -0.34
H -0.37 -0.03 -0.65
H 0.05 1.08 -0.21
C 0.26 -0.45 -0.84
Si 0.70 0.21 2.07
C 0.51 -1.22 0.19
C -0.61 -0.93 -0.54
Sb -0.23 -1.38 -0.90
Si -0.25 -0.92 1.46
C -0.84 0.63 0.47
C 0.34 -0.49 -0.46
C 0.99 -1.18 0.67
Si -0.15 1.74 -0.54
C -1.20 0.51 0.84
C 0.78 -0.74 -0.29
C -2.22 -0.79 -0.88
H -0.06 -0.04 -0.02
H -0.53 0.48 1.10
H 0.36 0.35 -0.69
H 0.62 -0.18 -0.07
H -0.18 0.20 -0.87
H -0.83 0.95 -0.11
H 1.25 0.47 0.17
H -0.25 0.52 -0.18
H -0.12 0.09 0.07
H 0.59 0.16 -0.33
H 0.12 -0.34 -0.32
H -0.27 0.25 0.00
H -0.18 -0.13 -0.23
H -0.49 0.35 -0.12
H -0.18 0.04 0.37
H -0.21 1.15 0.71
H -0.26 0.30 -0.54
H 0.38 -0.01 -0.85
H -0.09 -0.36 -0.31
H 0.77 -0.41 -0.16
H -0.27 -0.14 -0.36
H 0.43 0.05 -0.63
H -0.25 -0.02 0.45
H -0.08 0.48 0.52
H -0.44 -0.25 0.34
H -0.34 0.14 0.69
H 2.77 0.26 0.14
F 1.11 -0.51 0.64
As -0.58 1.48 1.88
F 0.66 0.12 -0.19
F -0.20 -0.26 -0.50
F -0.07 0.54 -0.75
F -1.53 -0.16 -0.01
F 0.24 -0.48 -0.96
C -0.83 -0.93 0.18
O 1.57 0.51 -0.48
C -0.56 -1.14 0.27
C -0.37 -1.27 0.54
H 0.21 0.97 -0.60
H -0.46 0.21 0.34
H 0.18 -0.76 -0.03
H 0.26 1.97 -0.65
H 0.28 -0.09 0.09
H -0.24 0.03 0.14

Values from the calculation:
2S+1 ... 3
Calculated total energy ... -5595.53799 a.u.
Total charge ... +2
Relative energy (zero: lowest compared OMol25 entry of this formula, charge and spin) ... 0.000 eV
LUMO energy (alpha / beta) ... -6.93 / -7.38 eV
M ... 1086.9 g/mol
E_HOMO (alpha / beta) ... -14.00 / -14.08 eV



Entry 2:
A molecular structure, C30H45BrCuN4OP2, computed with ωB97M-V/def2-TZVPD.

Atoms and positions in Å:
C -0.580 4.881 -3.194
C -0.889 3.811 -4.067
C -0.996 4.102 -5.452
C -0.802 5.420 -5.880
N -0.526 6.423 -5.033
C -0.423 6.173 -3.727
C -0.942 2.488 -3.497
C -0.971 1.760 -2.394
C -1.372 1.608 -1.011
C -0.439 1.402 0.034
C -0.784 0.691 1.188
C -2.119 0.263 1.311
C -3.115 0.897 0.522
C -2.731 1.555 -0.637
Cu -0.903 0.673 -3.794
P 2.460 -0.690 0.833
H -1.118 3.338 -6.217
H -0.362 4.718 -2.135
H -0.855 5.673 -6.946
H -0.188 7.005 -3.048
H -3.478 2.032 -1.269
H 0.560 1.813 -0.101
H -4.170 0.824 0.769
H -0.048 0.446 1.973
C 2.095 -2.087 1.971
C 2.749 -3.437 1.687
H 0.996 -2.179 1.942
H 2.337 -1.711 2.978
H 2.564 -4.105 2.539
H 2.318 -3.913 0.796
H 3.838 -3.359 1.566
C 3.001 -1.465 -0.749
C 3.532 -0.425 -1.739
H 2.116 -1.978 -1.164
H 3.765 -2.224 -0.520
H 3.526 -0.853 -2.749
H 2.920 0.488 -1.742
H 4.573 -0.144 -1.523
C 4.061 -0.042 1.484
C 5.246 -1.006 1.515
H 3.822 0.334 2.491
H 4.302 0.833 0.858
H 6.159 -0.430 1.715
H 5.153 -1.748 2.320
H 5.404 -1.524 0.559
Br -2.549 -1.166 2.324
P -1.836 -1.681 -1.520
C -0.338 -2.769 -1.595
C -0.408 -4.274 -1.928
H 0.036 -2.662 -0.553
H 0.380 -2.268 -2.267
H 0.612 -4.666 -2.116
H -0.808 -4.868 -1.087
H -1.014 -4.477 -2.825
C -3.041 -2.964 -0.836
C -4.168 -3.530 -1.705
H -3.469 -2.416 0.024
H -2.462 -3.806 -0.420
H -4.840 -4.159 -1.097
H -4.787 -2.739 -2.153
H -3.788 -4.179 -2.510
C -2.528 -1.343 -3.154
C -2.468 -2.422 -4.208
H -1.849 -0.567 -3.535
H -3.521 -0.885 -3.025
H -2.643 -1.953 -5.189
H -1.454 -2.845 -4.221
H -3.247 -3.161 -4.025
C 2.441 2.073 5.979
N 1.059 1.903 5.566
C 0.088 2.651 6.142
C -1.209 2.486 5.778
C -1.464 1.542 4.742
N -0.498 0.909 4.092
C 0.800 1.061 4.465
O 1.755 0.501 3.894
N -2.757 1.321 4.405
H 2.996 2.687 5.258
H 2.932 1.100 6.055
H 2.452 2.572 6.952
H 0.416 3.364 6.897
H -2.034 3.036 6.216
H -3.501 1.692 4.990
H -2.970 0.574 3.724

Cartesian forces, eV/Å:
C 0.21 0.08 -0.33
C 0.76 1.13 -0.89
C 0.34 0.15 0.45
C -0.02 -0.12 0.61
N -0.11 -0.03 -0.02
C -0.20 -0.79 -0.01
C -0.23 -1.09 4.19
C -0.25 5.97 -0.92
C -0.06 -0.51 0.92
C 0.02 -0.41 -0.30
C -0.09 0.15 -0.47
C 0.29 1.94 -1.91
C 0.72 -0.16 0.19
C 0.05 -0.01 -0.17
Cu 0.40 -2.25 -2.48
P 2.78 -2.22 0.68
H -0.22 -0.03 0.33
H -0.33 -0.06 -0.37
H 0.03 -0.09 0.50
H -0.09 -0.31 -0.50
H 0.04 -0.40 -0.07
H 0.09 -0.47 -0.01
H 0.17 -0.19 -0.01
H -0.53 0.15 -0.53
C -1.26 0.56 0.42
C 0.23 -0.21 -0.42
H 0.23 -0.18 0.26
H -0.14 0.07 -0.35
H -0.04 0.24 -0.18
H 0.21 0.10 0.20
H -0.36 -0.08 -0.01
C -1.09 0.42 -0.50
C 0.20 0.03 -0.26
H 0.50 0.09 0.16
H -0.37 0.20 0.19
H 0.01 0.18 0.20
H 0.17 -0.22 -0.09
H -0.34 -0.02 0.03
C -0.69 1.58 0.11
C 0.18 -0.52 -0.07
H 0.10 -0.03 -0.29
H 0.01 -0.18 0.26
H -0.30 -0.03 -0.02
H -0.03 0.19 -0.28
H -0.01 0.13 0.32
Br -0.39 -1.52 1.14
P -0.35 -1.08 1.90
C 0.22 -0.18 -0.37
C 0.16 -0.19 -0.11
H -0.01 0.09 -0.56
H -0.02 -0.11 0.24
H -0.49 0.20 0.04
H 0.08 0.33 -0.44
H 0.24 0.01 0.41
C -0.18 0.52 0.54
C -0.18 -0.25 -0.10
H -0.07 -0.54 -0.31
H -0.14 0.52 -0.08
H 0.28 0.33 -0.16
H 0.15 -0.23 0.08
H -0.15 0.22 0.38
C 0.02 -0.90 -0.40
C -0.09 0.31 -0.74
H -0.41 -0.07 -0.21
H 0.41 0.04 -0.11
H -0.07 -0.41 0.13
H -0.46 -0.21 -0.07
H 0.42 -0.04 -0.26
C 0.49 0.12 0.11
N 0.32 -0.11 -0.49
C -0.59 -0.17 -0.08
C 0.25 0.22 0.13
C -0.15 0.08 0.16
N 0.01 -0.15 0.25
C -0.11 0.16 0.24
O -0.61 0.35 0.05
N -0.09 -0.45 -0.44
H -0.13 -0.17 0.12
H -0.14 0.20 0.02
H 0.05 -0.15 -0.18
H -0.13 -0.24 -0.12
H 0.31 0.02 0.07
H 0.43 -0.23 -0.39
H 0.11 0.90 1.05

Values from the calculation:
2S+1 ... 2
Calculated total energy ... -6360.88369 a.u.
Total charge ... +2
Relative energy (zero: lowest compared OMol25 entry of this formula, charge and spin) ... 0.000 eV
LUMO energy (alpha / beta) ... -6.76 / -8.50 eV
M ... 683.1 g/mol
E_HOMO (alpha / beta) ... -13.12 / -13.12 eV



Entry 3:
A molecular structure, C30H45BrHfO2P2, computed with ωB97M-V/def2-TZVPD.

Atoms and positions in Å:
Hf 0.059 1.105 0.849
C 2.236 0.176 2.709
C 2.360 1.113 1.625
C 0.647 1.824 3.063
C 1.211 0.605 3.584
C 1.433 2.238 1.898
C 3.162 -0.949 3.002
H 3.668 -1.286 2.086
H 2.614 -1.804 3.419
H 3.950 -0.682 3.729
C 0.828 -0.002 4.877
H 1.346 -0.957 5.044
H -0.252 -0.212 4.905
H 1.063 0.654 5.734
C -0.224 2.736 3.845
H 0.237 3.044 4.803
H -1.175 2.233 4.071
H -0.448 3.648 3.267
C 1.406 3.563 1.217
H 2.127 4.219 1.736
H 0.414 4.040 1.275
H 1.714 3.506 0.157
C 3.584 1.291 0.775
H 4.300 1.987 1.259
H 3.333 1.711 -0.214
H 4.104 0.333 0.629
C 0.224 -2.097 0.041
C 1.578 -2.141 -0.121
C 2.278 -1.302 -1.200
C 1.715 -0.126 -2.099
C 0.825 1.063 -1.744
C -0.702 1.005 -2.111
C -1.437 -0.351 -1.493
C -0.787 -1.754 -1.048
H 2.539 -2.038 -1.993
H 1.176 -0.685 -2.931
H 3.222 -0.951 -0.758
H -0.348 -2.241 -1.970
H -0.284 -2.485 0.970
H 2.199 -2.200 0.818
H -1.713 -2.343 -0.827
H -2.232 -0.078 -0.755
H -1.292 1.868 -1.588
H -2.076 -0.716 -2.340
H 2.619 0.284 -2.615
H 1.334 2.061 -1.708
P -0.056 -1.815 -3.913
C -0.852 -3.414 -4.278
C 1.255 -1.896 -5.185
P -0.875 1.043 -4.040
C -1.237 -0.660 -4.645
C 0.241 1.543 -5.461
C -2.392 1.747 -4.852
H -1.871 -3.469 -3.890
H -0.267 -4.217 -3.825
H -0.894 -3.604 -5.353
H 0.854 -2.281 -6.126
H 2.015 -2.599 -4.838
H 1.732 -0.936 -5.384
H -2.533 1.365 -5.877
H -2.283 2.833 -4.908
H -3.275 1.492 -4.265
H -2.242 -1.001 -4.362
H -1.200 -0.706 -5.751
H 0.159 2.632 -5.572
H -0.050 1.103 -6.435
H 1.282 1.283 -5.264
Br -2.111 -3.051 2.853
C -2.678 -1.654 4.021
C -2.765 -1.843 5.389
C -3.044 -0.776 6.240
C -3.229 0.521 5.702
C -3.132 0.723 4.335
C -2.883 -0.359 3.499
C -2.712 -0.159 2.033
O -3.573 -0.407 1.191
O -1.514 0.350 1.721
H -2.580 -2.838 5.807
H -3.103 -0.927 7.315
H -3.435 1.358 6.364
H -3.284 1.712 3.879

Cartesian forces, eV/Å:
Hf -0.02 -3.75 -2.28
C -0.24 0.93 -0.56
C -0.24 1.40 0.92
C 2.47 0.29 0.70
C -0.87 1.25 -1.22
C 1.92 -0.99 2.31
C 0.07 -0.70 -0.40
H -0.04 0.08 0.34
H 0.19 0.16 -0.08
H -0.41 0.15 -0.27
C -0.29 -0.63 0.41
H -0.15 0.32 -0.04
H 0.17 0.11 0.07
H -0.08 -0.11 -0.41
C -1.04 0.21 -0.14
H -0.06 -0.21 -0.50
H 0.27 0.31 0.16
H 0.02 -0.23 0.37
C 0.23 0.46 -0.30
H -0.36 0.04 -0.33
H 0.21 0.09 -0.03
H -0.08 0.06 0.38
C 0.25 0.02 -0.49
H -0.40 -0.35 -0.16
H 0.22 -0.23 0.33
H -0.12 0.39 -0.04
C -0.51 0.26 0.94
C -1.10 3.78 1.43
C 0.52 -0.71 -0.76
C 0.02 0.00 -1.25
C -1.19 0.27 3.82
C 1.16 -0.23 1.68
C -0.58 -0.30 -1.37
C -0.19 -0.78 -0.59
H 0.39 0.33 0.37
H 0.78 1.01 1.19
H -0.28 -0.31 -0.25
H -0.73 0.76 1.38
H 1.04 0.29 -0.92
H -0.69 -0.99 -1.19
H 0.62 0.53 0.00
H 0.81 0.22 -0.26
H 0.93 -1.02 -1.74
H 0.32 0.33 0.83
H -0.47 -0.35 0.55
H -0.70 -0.77 -0.73
P 0.34 -1.94 -1.91
C -0.22 -0.31 -0.31
C 0.02 -0.03 -0.34
P -2.70 -1.26 -3.61
C -0.05 -0.30 -0.02
C 1.10 0.84 1.02
C -0.04 0.74 0.93
H 0.06 0.02 0.14
H -0.05 0.03 0.03
H -0.05 0.01 0.05
H 0.04 0.05 -0.04
H 0.04 0.08 -0.03
H 0.06 -0.04 0.13
H 0.44 -0.06 0.56
H -0.27 -0.01 0.04
H -0.06 0.12 -0.02
H 0.16 0.34 0.09
H 0.00 0.38 0.52
H 0.20 -0.19 0.11
H -0.33 -0.13 0.95
H -0.01 0.15 -0.07
Br -0.29 0.14 0.45
C 0.01 1.21 -0.23
C 0.18 -0.70 0.52
C -0.11 1.01 -0.69
C 0.12 -0.76 0.61
C -0.29 0.03 -0.25
C 0.40 -1.04 0.01
C -2.43 -0.63 -1.31
O 2.08 0.66 1.52
O 0.00 0.44 -0.62
H -0.13 0.41 -0.18
H -0.01 -0.04 -0.23
H 0.01 -0.17 -0.10
H 0.00 -0.45 0.36

Values from the calculation:
Calculated total energy ... -4624.63106 a.u.
Total charge ... +2
Relative energy (zero: lowest compared OMol25 entry of this formula, charge and spin) ... 0.000 eV
LUMO energy ... -7.12 eV
M ... 758.0 g/mol
E_HOMO ... -12.92 eV